# 1
Here is 10 unconnected molecules or ions with the total composition C17H53N16O11 in a non-equilibrium geometry from the Open Molecules 2025 dataset. Energies are from wB97M-V/def2-TZVPD.

```
! RIJCOSX wB97M-V def2-TZVPD def2/J DEFGRID3
* xyz 0 2
C 0.30881 0.26922 0.22606
C -0.38705 1.50657 0.73143
O -0.31932 1.84728 1.93924
O -0.94647 2.24143 -0.13827
H 0.38767 -0.51299 0.98107
H 1.22168 0.54610 -0.30129
H -0.24146 -0.15653 -0.61302
C 4.89038 -4.22842 3.55357
C 5.28048 -2.97589 4.31653
C 4.59413 -1.64073 3.90018
O 3.16259 -1.73122 4.28393
C 2.13521 -1.39628 3.36623
N 5.11749 -3.30648 5.69560
H 3.84836 -4.38288 3.83367
H 5.39414 -5.11296 3.94332
H 4.97249 -4.09993 2.47430
H 6.36800 -2.98428 4.24347
H 4.54715 -1.55390 2.81466
H 5.10401 -0.77359 4.31993
H 1.99515 -0.33367 3.16791
H 1.23945 -1.79903 3.83900
H 2.19757 -1.81974 2.36378
H 4.10876 -3.34312 5.73053
H 5.24648 -2.43907 6.19667
C -1.22683 -3.42775 -0.16161
C -0.73776 -3.63799 -1.58083
C -2.04691 -3.49009 -2.48614
O -3.14261 -4.34015 -2.02367
C -3.35631 -5.53428 -2.78725
N 0.40991 -2.77258 -1.85770
H -1.50151 -2.40907 0.11214
H -0.60058 -3.75245 0.66933
H -2.03215 -4.14513 -0.00369
H -0.37137 -4.66453 -1.58899
H -1.80253 -3.64344 -3.53727
H -2.24667 -2.45471 -2.21015
H -4.08481 -6.11002 -2.21636
H -2.45467 -6.11244 -2.98943
H -3.65581 -5.13288 -3.75538
H 0.28880 -1.77751 -1.73414
H 0.90482 -2.95703 -2.71860
C 1.03327 2.36941 -2.95063
O 0.90120 1.14204 -2.67464
N 1.33933 2.88615 -4.11905
N 0.66567 3.30022 -2.15611
H 1.06380 3.85632 -4.17333
H 1.98902 2.41154 -4.72959
H 0.72689 4.30529 -2.23466
H 0.49276 2.93616 -1.23001
C -2.77825 3.18140 -3.10295
O -3.17786 3.26537 -4.20867
N -2.76336 2.02528 -2.52628
N -2.42103 4.21671 -2.33287
H -2.71888 1.17299 -3.06640
H -2.24794 2.27004 -1.69288
H -2.18166 5.09862 -2.76301
H -2.16245 4.03777 -1.37307
C 3.59711 -0.79308 -3.33484
O 4.56648 -1.42121 -3.56478
N 3.38952 -0.20566 -2.16843
N 2.51284 -0.64803 -4.01970
H 4.06981 -0.15975 -1.42332
H 2.49613 0.26537 -2.15830
H 2.29280 -1.16251 -4.86053
H 1.87796 0.11090 -3.81711
C -2.08285 -0.79660 -4.41651
O -2.89964 -0.83804 -3.52942
N -1.00403 -0.10111 -4.37514
N -2.18677 -1.35545 -5.55476
H -0.46399 -0.12993 -5.22815
H -0.78344 0.22169 -3.44389
H -1.53739 -1.36003 -6.32831
H -2.90322 -2.06594 -5.59942
C -2.30271 -0.81384 3.94658
O -2.80090 -1.54068 4.75449
N -1.78349 -1.33762 2.79714
N -2.03880 0.48863 3.95884
H -1.72376 -2.31801 2.56181
H -1.34657 -0.66807 2.17996
H -2.15961 0.94884 4.84975
H -1.50528 1.00194 3.27185
C -3.60616 4.82574 1.41752
O -4.51987 5.56369 1.09264
N -3.09950 4.84016 2.57685
N -3.12540 4.10844 0.55427
H -2.31431 4.22653 2.74124
H -3.68248 5.18109 3.32785
H -2.51140 3.32834 0.74010
H -3.61624 4.05752 -0.32698
C 0.21699 4.77655 3.83258
O 0.51590 5.73424 4.47568
N 0.58624 4.56779 2.55900
N -0.48446 3.75447 4.39099
H 1.29706 5.23544 2.29614
H 0.22600 3.79491 2.01771
H -0.78378 3.01941 3.76634
H -0.70796 3.73075 5.37567
*
```

LUMO level (spin up / spin down): -1.08 / -6.20 eV

# 2
Here is 11 unconnected molecules or ions with the total composition C17H56O17 in a non-equilibrium geometry from the Open Molecules 2025 dataset. Energies are from wB97M-V/def2-TZVPD.

```
! RIJCOSX wB97M-V def2-TZVPD def2/J DEFGRID3
* xyz 0 1
O -12.27838 27.58731 6.95662
C -13.59136 27.33653 6.45948
C -14.60464 28.42536 6.86557
O -14.12346 29.65728 6.34258
H -11.89433 28.24741 6.35387
H -13.47750 27.28114 5.37369
H -13.92616 26.34003 6.75857
H -14.68212 28.46791 7.95414
H -15.56665 28.14737 6.43380
H -13.60763 30.06754 7.06470
O -17.30694 30.82168 9.95232
C -16.81478 31.53694 8.82968
C -15.81093 32.57629 9.26164
O -16.50328 33.69491 9.85835
H -17.51042 31.43912 10.66230
H -16.34252 30.84475 8.13034
H -17.68530 31.97020 8.32137
H -15.17057 32.98906 8.46607
H -15.07986 32.21574 9.99630
H -15.86845 34.14656 10.42622
O -11.35725 31.45344 10.47333
C -11.19997 30.11231 10.94814
C -10.65380 29.19903 9.88127
O -9.27324 29.51231 9.62185
H -10.50976 31.86797 10.22405
H -10.52780 30.07078 11.81137
H -12.18278 29.79508 11.29411
H -11.22912 29.29627 8.95495
H -10.65989 28.13364 10.13068
H -8.99234 29.03057 8.83981
O -10.20865 35.71792 7.20016
C -11.56685 36.16949 7.24934
C -11.89137 37.06916 6.08095
O -11.22941 38.33630 6.23398
H -9.65600 36.36421 7.64936
H -12.18933 35.27851 7.10809
H -11.74897 36.62842 8.22108
H -12.97401 37.23225 6.02928
H -11.60034 36.63954 5.12197
H -11.87570 38.99251 6.50040
O -8.93220 32.67176 10.02647
C -9.08012 33.33525 8.75584
C -8.75525 32.38492 7.61860
O -7.35809 32.16154 7.43342
H -8.00095 32.47474 10.16234
H -10.11857 33.65575 8.67050
H -8.49082 34.25339 8.73370
H -9.11055 32.81845 6.67982
H -9.25288 31.41877 7.73640
H -7.00508 31.75272 8.23169
O -17.51202 35.78455 8.23836
C -16.65285 35.40274 7.18691
C -15.22677 35.95993 7.40162
O -14.28426 35.23936 6.61885
H -17.38809 35.13844 8.95255
H -16.58752 34.31366 7.16887
H -17.01271 35.81371 6.24630
H -14.92970 35.92125 8.44891
H -15.22063 37.01511 7.11047
H -14.29465 35.52650 5.70335
C -12.11061 32.40290 13.60405
O -12.96674 32.54088 12.50375
H -12.57497 32.67842 14.55304
H -11.80203 31.35788 13.74226
H -11.19167 33.00300 13.55665
H -12.57852 32.02947 11.76849
C -10.17721 30.49486 4.91170
O -10.74008 29.24188 5.27288
H -10.44242 31.23431 5.66278
H -9.09648 30.45455 4.76117
H -10.60820 30.85262 3.96835
H -10.43343 28.59369 4.63039
C -12.53271 32.31722 7.42407
O -12.94969 31.20944 8.22151
H -12.94474 33.23221 7.86299
H -11.44178 32.36691 7.35337
H -12.95639 32.22613 6.42451
H -12.52943 31.30040 9.09033
C -11.74966 35.16206 10.77827
O -12.69106 36.20495 10.97354
H -10.83615 35.50569 10.28058
H -11.47466 34.69995 11.72865
H -12.20974 34.42506 10.11706
H -12.25547 37.05627 11.03526
C -15.52178 32.07354 4.04374
O -16.04792 30.92361 4.71148
H -16.08917 32.14870 3.11483
H -15.73421 32.94516 4.66910
H -14.45823 32.00560 3.80699
H -15.35036 30.57526 5.29740
*
```

LUMO level: 0.16 eV
SMILES: OCCO.OCCO.OCCO.OCCO.OCCO.OCCO.CO.CO.CO.CO.CO
Energy relative to the best compared isomer or geometry (same formula, charge and spin): 1.1 kcal/mol

# 3
Here is a molecular structure, C17H59B5KNO5Zr in a non-equilibrium geometry from the Open Molecules 2025 dataset. Energies are from wB97M-V/def2-TZVPD.

```
! RIJCOSX wB97M-V def2-TZVPD def2/J DEFGRID3
* xyz 0 1
Zr -0.63898 -0.06377 -2.71999
K 0.37950 2.70738 1.45294
B -1.67902 1.22532 -4.17634
H -0.73283 1.15859 -4.69066
H -2.37433 1.88678 -4.66955
H -2.01690 0.20267 -4.11104
H -1.51616 1.60728 -3.18043
B 1.39375 0.55638 -3.36823
H 1.30664 -0.32471 -2.75153
H 0.74643 1.31851 -2.96280
H 2.40807 0.90331 -3.49083
H 0.99489 0.25018 -4.32291
B 0.26983 0.49098 -0.59799
H 1.27713 0.82751 -0.40738
H 0.25187 -0.50969 -1.00120
H -0.27608 0.48096 0.33267
H -0.28535 1.12844 -1.26856
B -0.42994 -2.09460 -3.61937
H 0.00035 -1.53799 -4.43747
H 0.11911 -1.90512 -2.71004
H -1.42624 -1.70062 -3.49125
H -0.40266 -3.14921 -3.84583
B -2.52706 -0.40485 -1.48796
H -2.19117 0.62050 -1.49674
H -1.70709 -1.09165 -1.34591
H -3.39356 -0.50334 -0.85257
H -2.86933 -0.64027 -2.48378
C -2.84996 4.63224 0.14885
O -1.36877 4.56939 -0.02689
C -0.91334 4.64686 -1.34813
C 0.57884 4.59649 -1.69493
O 1.30168 3.59663 -0.93505
C 2.55717 3.31296 -1.57208
H -3.41875 4.16544 -0.65532
H -3.22148 5.64242 0.32092
H -3.11596 4.00646 1.00076
H -1.40883 5.50541 -1.80143
H -1.30987 3.77428 -1.86725
H 1.00517 5.55916 -1.41275
H 0.63050 4.38335 -2.76264
H 3.08707 2.55663 -0.99306
H 3.18375 4.20295 -1.51368
H 2.41115 3.05135 -2.62010
C 0.61638 5.11923 4.21806
O -0.40150 4.22878 3.79452
C -0.78757 3.19911 4.79771
C -1.99220 2.36712 4.24791
O -1.61586 1.55466 3.06270
C -2.80196 0.82725 2.60884
H 1.36227 4.51515 4.73462
H 0.27982 5.68679 5.08564
H 1.00986 5.80295 3.46586
H -1.15461 3.60449 5.74061
H 0.02437 2.51613 5.04748
H -2.81858 3.03612 4.00785
H -2.43717 1.75545 5.03275
H -2.98038 -0.07289 3.19706
H -2.61897 0.44399 1.60499
H -3.70074 1.44352 2.58647
C -1.27648 -3.99035 -0.05844
C 0.09364 -4.35561 0.54926
C 0.88829 -5.36586 -0.34220
C 2.34289 -5.47660 0.11006
C 2.89498 -4.05454 0.00063
C 2.24555 -2.98812 0.86197
N 0.74063 -3.04016 0.69711
O 0.03727 -2.10091 1.48858
C 2.63380 -3.24623 2.39486
C 2.90902 -1.71231 0.37139
C -0.24959 -5.06494 1.87526
H -1.80757 -3.44602 0.72243
H -1.80937 -4.85066 -0.46340
H -1.08511 -3.39641 -0.95214
H 0.55531 -6.39960 -0.43504
H 0.98891 -4.95537 -1.34692
H 2.81658 -6.13547 -0.61768
H 2.33097 -5.93439 1.09919
H 2.99073 -3.73997 -1.03859
H 3.88070 -4.13961 0.45805
H 3.59277 -2.85584 2.73555
H 1.86481 -2.93112 3.10016
H 2.69426 -4.29912 2.67033
H 3.99901 -1.70806 0.37031
H 2.67586 -1.46006 -0.66307
H 2.46223 -0.93139 0.98672
H -0.97516 -5.87835 1.87106
H -0.76145 -4.39919 2.57016
H 0.67914 -5.40274 2.33509
H -0.16476 -1.40954 0.85392
*
```

LUMO level: -0.38 eV